# 1
C46H42As2NNiOP as an isolated structure, computed with ωB97M-V/def2-TZVPD.

Multiplicity ... 3
Gap between HOMO and LUMO (spin up / spin down) ... 8.986 / 5.296 eV
Total energy ... -223917.2909 eV
Net charge ... +2

Geometry (Å):
H1 -2.8057 0.7253 -6.8126
C1 2.0106 5.6155 0.8802
H2 -5.5774 0.6175 2.8411
H3 -4.6893 -0.5102 3.8791
H4 3.2765 -3.8945 2.2160
C2 1.2775 1.6434 3.1255
H5 -0.7432 2.3950 1.1921
C3 3.6565 5.9710 -1.3447
C4 2.9901 -4.3417 1.2728
H6 -2.6764 2.5985 -2.9805
C5 2.4963 2.2734 5.0972
C6 -0.9145 2.7136 -0.9363
H7 4.0525 3.7330 4.8348
H8 -0.4441 -1.0059 -3.6963
C7 3.2662 7.0615 -0.5801
H9 -0.4541 -5.3923 2.7624
H10 -1.2904 -1.0580 -6.0058
C8 1.1773 -2.6403 3.1428
Ni1 -1.1362 -0.4440 0.6432
C9 -2.3543 1.7974 -3.6307
C10 2.4012 -2.1009 5.5856
H11 3.6093 8.0550 -0.8418
C11 -2.8280 1.7632 -4.9373
H12 -2.6159 -6.5354 2.5873
C12 1.1685 0.7746 -1.9437
C13 -1.1133 -0.2262 -4.0404
C14 2.4486 6.8836 0.5309
C15 3.8519 -5.2288 0.6417
C16 -3.4164 -5.1502 1.1539
C17 3.2191 4.6961 -1.0100
C18 2.1299 -1.6195 3.2462
C19 -0.9854 -3.8034 1.4036
C20 3.4891 -5.8096 -0.5646
H13 -1.7374 -2.5634 -0.1927
H14 -3.9004 -3.6824 -0.3359
C21 2.0215 2.5754 2.3887
C22 2.3918 4.5266 0.0935
H15 0.4487 -4.3861 -0.9906
H16 -0.4310 4.0645 0.6956
H17 4.7499 0.4081 -3.3744
C23 3.2720 3.1594 4.3535
H18 3.7097 -1.4674 -2.1375
C24 -3.1655 -4.0271 0.3815
H19 4.1563 -6.5131 -1.0461
H20 -4.3867 1.2349 4.0000
H21 3.4896 -0.5760 4.5345
H22 2.8897 -1.9064 6.5324
C25 1.4376 -3.0963 5.4942
H23 1.9893 -5.9586 -2.0960
As1 1.6481 2.8028 0.5378
H24 3.5333 3.8460 -1.5913
C26 1.8820 -0.4125 -1.7655
C27 -1.2259 -4.9705 2.1335
H25 3.4874 2.4988 -3.7331
H26 -1.9873 2.8854 -0.8943
C28 -4.6190 0.4196 3.3182
H27 1.4308 -1.2349 -1.2311
As2 -0.7034 0.8189 -1.4143
O1 0.5030 -1.5834 0.7531
H28 -4.3593 -5.6746 1.0564
C29 -0.3055 3.0177 0.4179
C30 -1.5873 -0.2556 -5.3421
H29 0.5379 1.0239 2.6407
C31 -2.4388 -5.6314 2.0174
C32 -2.4412 0.7435 -5.7934
H30 4.3041 6.1101 -2.2016
C33 -1.4894 0.8053 -3.1844
C34 1.5054 1.5098 4.4829
H31 4.8034 -5.4731 1.0961
H32 2.1495 7.7339 1.1311
H33 -0.5069 3.3551 -1.7134
C35 3.0551 3.2972 2.9943
P1 0.5914 -2.9306 1.4711
C36 1.4033 -4.6193 -0.5311
C37 3.0472 1.6927 -3.1581
H34 1.1633 -3.6675 6.3715
C38 2.7417 -1.3562 4.4630
H35 2.6779 2.1635 6.1596
H36 1.3887 5.4842 1.7571
C39 3.7520 0.5134 -2.9666
C40 3.1678 -0.5387 -2.2719
C41 -3.5727 0.3090 2.3035
H37 3.6585 3.9855 2.4164
H38 0.0735 -4.1408 4.2359
H39 -3.5020 2.5372 -5.2831
N1 -2.7540 0.2155 1.5085
H40 0.9243 0.8057 5.0638
C42 2.2682 -5.5007 -1.1554
H41 2.3918 -1.0409 2.3685
C43 -1.9506 -3.3651 0.4995
H42 1.2082 2.7370 -2.8525
C44 1.7625 1.8303 -2.6443
C45 1.7630 -4.0306 0.6857
C46 0.8274 -3.3700 4.2778

Forces on atoms 1 to 6 (eV/Å):
H 0.005 -0.006 0.036
C 0.018 0.030 -0.133
H 0.015 0.003 -0.049
H 0.055 -0.036 -0.025
H -0.016 -0.038 0.008
C 0.157 0.272 0.053

=====

# 2
A 2-piece molecular cluster, C8H15NOSi overall, computed with ωB97M-V/def2-TZVPD.

Multiplicity ... 3
Gap between HOMO and LUMO (spin up / spin down) ... 4.500 / 6.649 eV
Total energy ... -19949.6773 eV
Energy relative to the best compared isomer or geometry (same formula, charge and spin) ... 0.0 kcal per mole

Geometry (Å):
H1 -3.2608 -0.8224 0.2653
H2 1.9152 3.3491 1.8600
C1 -1.0858 -0.9698 0.2283
C2 -0.0817 2.1183 -1.4863
H3 2.1485 3.7990 0.1090
H4 1.7000 -2.1734 1.3020
H5 2.6091 2.0671 0.7285
C3 0.7742 -1.7210 1.2019
C4 -2.4385 -0.6667 -0.4573
H6 0.4573 -0.4375 3.0255
H7 -0.3645 0.9898 -1.7719
H8 -0.7752 2.8379 -1.9917
H9 1.1850 -3.0906 -1.2896
Si1 0.0494 2.3854 0.4184
H10 -2.5601 -1.3288 -1.2795
O1 -1.0851 2.6366 1.3835
C5 0.2287 -0.7622 1.9810
C6 -0.0848 -1.8133 0.0047
C7 0.1516 -2.8468 -1.0721
H11 -2.6184 0.3661 -0.7648
H12 -0.1495 -2.6350 -2.1761
H13 -1.5336 0.4589 1.7320
C8 1.8238 2.9160 0.8189
N1 -0.9256 -0.3254 1.4662
H14 -0.4177 -3.7416 -0.8462
H15 0.9043 2.1960 -1.9412

Forces on atoms 1 to 6 (eV/Å):
H 0.405 -0.338 -0.055
H -0.238 -0.621 -1.029
C -4.066 2.967 -1.028
C -0.963 -1.929 -0.409
H -0.469 -1.659 1.098
H 1.475 -0.790 0.240

=====

# 3
One molecule with the formula C9H7BrClF3S, computed with ωB97M-V/def2-TZVPD.

Multiplicity ... 1
Gap between HOMO and LUMO (spin up / spin down) ... 6.895 / 7.269 eV
Total energy ... -110994.6957 eV
Energy relative to the best compared isomer or geometry (same formula, charge and spin) ... 37.4 kcal per mole

Geometry (Å):
F1 1.7154 1.2127 -1.2071
H1 -0.8620 -2.4806 -1.4788
C1 -1.1954 0.0339 -1.2322
H2 -2.0658 1.2219 2.3542
C2 -1.1590 1.4085 -0.8677
H3 -1.1527 -0.1810 -2.2170
H4 -2.0075 -2.9499 0.0339
F2 4.0841 -0.3124 0.9219
S1 0.1293 -3.1428 0.5190
C3 -1.5569 -0.5352 1.1119
C4 -1.2923 1.7683 0.4556
C5 -1.7154 0.8093 1.3689
F3 1.7647 1.3129 0.9220
H5 -0.9756 2.1802 -1.7258
H6 -1.7108 -1.3797 1.8760
Cl1 3.7199 2.4342 -0.0720
C6 -1.2236 -0.9267 -0.1948
C7 -1.1190 -2.3576 -0.5021
Br1 2.1247 -1.8315 -0.3578
C8 2.5519 1.0921 -0.1401
C9 3.2742 -0.2461 -0.1728
H7 -1.3280 2.8696 0.6048

Forces on atoms 1 to 6 (eV/Å):
F 1.108 -0.195 0.200
H -0.153 -1.023 -2.858
C 0.285 1.550 4.416
H 0.459 -0.878 -0.891
C 0.619 -0.307 -2.173
H 0.327 -1.142 -3.015